Record 1
# C29H53Cl3INO4PS

A molecular structure, C29H53Cl3INO4PS (ωB97M-V/def2-TZVPD, the OMol25 dataset).

ORCA input file:
```
! RIJCOSX wB97M-V def2-TZVPD def2/J DEFGRID3
* xyz 1 1
C 5.060 -0.160 2.096
C 5.914 -1.419 1.836
C 6.082 -1.706 0.331
C 5.028 -2.676 -0.205
C 3.755 -1.966 -0.678
C 3.967 -1.237 -2.029
C 3.630 0.265 -1.973
C 2.846 0.766 -3.196
C 1.970 1.946 -2.795
C 0.968 2.368 -3.877
C -0.448 2.571 -3.362
C -0.508 3.375 -2.074
C -1.882 3.389 -1.438
C -2.369 1.986 -1.061
C -1.203 1.099 -0.632
N -1.504 -0.097 0.208
C -1.638 0.141 1.713
C -1.854 1.572 2.159
C -1.907 1.648 3.692
C -3.003 0.799 4.311
S -2.797 0.798 6.113
O -1.791 1.727 6.474
O -4.065 0.860 6.739
Cl -2.002 -1.067 6.440
C -0.196 -0.918 0.165
C 1.158 -0.213 0.186
C 1.436 0.730 1.337
O 1.427 1.934 1.292
I 1.932 -0.254 3.224
O -0.192 -1.592 -1.068
C -1.526 -1.631 -1.596
C -2.405 -1.154 -0.410
C -3.769 -0.797 -1.008
Cl -4.064 -1.266 -2.661
C -4.819 -0.219 -0.406
C -6.124 0.114 -1.038
Cl -4.742 0.175 1.276
P -2.737 -2.689 0.660
C -4.367 -3.378 0.215
C -1.563 -4.036 0.255
H 4.944 0.447 1.207
H 5.507 0.437 2.885
H 4.069 -0.444 2.448
H 5.412 -2.275 2.268
H 6.896 -1.317 2.277
H 7.052 -2.163 0.163
H 6.008 -0.794 -0.253
H 5.403 -3.232 -1.060
H 4.747 -3.419 0.539
H 3.379 -1.295 0.089
H 3.017 -2.751 -0.833
H 3.379 -1.739 -2.788
H 5.019 -1.329 -2.271
H 3.084 0.494 -1.061
H 4.578 0.791 -1.893
H 2.237 -0.065 -3.540
H 3.569 1.073 -3.943
H 2.633 2.783 -2.606
H 1.496 1.676 -1.852
H 0.976 1.685 -4.720
H 1.288 3.325 -4.279
H -0.979 3.156 -4.111
H -0.994 1.629 -3.295
H -0.255 4.401 -2.328
H 0.232 3.062 -1.341
H -2.633 3.832 -2.081
H -1.838 3.980 -0.525
H -3.174 2.047 -0.341
H -2.805 1.546 -1.955
H -0.508 1.739 -0.106
H -0.682 0.801 -1.530
H -2.457 -0.448 2.085
H -0.761 -0.222 2.232
H -1.040 2.232 1.878
H -2.760 2.027 1.778
H -0.933 1.471 4.132
H -2.145 2.682 3.915
H -4.006 1.177 4.154
H -2.941 -0.248 4.044
H -0.165 -1.720 0.901
H 1.348 0.329 -0.735
H 1.908 -0.994 0.217
H -1.488 -0.932 -2.427
H -1.791 -2.596 -1.999
H -6.604 0.865 -0.419
H -6.780 -0.748 -1.080
H -5.984 0.569 -2.006
H -5.154 -2.917 0.793
H -4.572 -3.395 -0.851
H -4.300 -4.414 0.535
H -0.533 -3.722 0.162
H -1.620 -4.728 1.086
H -1.886 -4.590 -0.622
*
```

## Properties
E	-3909.96334	Eh
LUMO energy	-2.6	eV
HOMO-LUMO gap	0.3240	Eh
M	776.1	g/mol

Record 2
# C2H5NP2S4

2 unconnected molecules or ions with the total composition C2H5NP2S4 (ωB97M-V/def2-TZVPD, the OMol25 dataset).

ORCA input file:
```
! RIJCOSX wB97M-V def2-TZVPD def2/J DEFGRID3
* xyz 0 1
C 1.224 -1.747 -1.705
C 0.216 -0.855 -1.621
N 2.196 -2.414 -1.977
P -0.550 2.153 2.660
P -0.369 -0.013 -0.050
S -0.455 3.683 1.634
S 1.492 1.563 3.053
S -1.873 -1.271 0.773
S -1.511 1.248 -1.316
H -0.023 -0.303 -2.629
H 2.353 -3.361 -1.822
H 0.838 0.782 3.906
H -2.090 -1.873 -0.305
H -1.448 2.408 -0.602
*
```

## Properties
E	-2409.37555	Eh
LUMO energy	-1.3	eV
SMILES	N=C=CP(S)S.S=PS
HOMO-LUMO gap	0.2689	Eh
M	233.3	g/mol

Record 3
# C6H9N

C6H9N in the gas phase (ωB97M-V/def2-TZVPD, the OMol25 dataset).

ORCA input file:
```
! RIJCOSX wB97M-V def2-TZVPD def2/J DEFGRID3
* xyz 0 1
C 2.688 0.696 2.218
C 1.754 0.138 1.234
C 0.998 -0.334 0.421
C 0.018 -0.925 -0.499
C -1.364 -0.323 -0.321
C -1.963 0.577 -1.330
N -2.382 -0.822 -1.236
H 2.873 1.757 2.028
H 3.650 0.174 2.186
H 2.289 0.601 3.233
H -0.044 -2.007 -0.321
H 0.327 -0.801 -1.544
H -1.646 -0.153 0.719
H -1.406 0.828 -2.231
H -2.643 1.356 -0.990
H -3.280 -0.893 -0.768
*
```

## Properties
E	-288.67808	Eh
ΔE to the lowest compared entry with this formula, charge and spin	65.2	kcal per mole
LUMO energy	1.0	eV
SMILES	CC#CC[C@H]1CN1
HOMO-LUMO gap	0.3837	Eh
M	95.1	g/mol

Record 4
# C6H16N2

C6H16N2 in the gas phase (ωB97M-V/def2-TZVPD, the OMol25 dataset).

ORCA input file:
```
! RIJCOSX wB97M-V def2-TZVPD def2/J DEFGRID3
* xyz 0 1
C -0.110 -0.367 -0.604
N -1.060 -0.644 0.461
C -2.205 -1.458 0.072
C -3.528 -0.930 0.632
C 1.180 0.270 -0.066
N 1.414 1.571 -0.705
C 1.897 2.621 0.190
C 2.391 -0.656 -0.245
H -0.603 0.312 -1.297
H 0.131 -1.279 -1.181
H -0.608 -1.031 1.279
H -2.298 -1.406 -1.016
H -2.072 -2.503 0.366
H -3.443 -0.548 1.641
H -4.250 -1.747 0.628
H -3.935 -0.124 0.023
H 1.027 0.447 0.985
H 2.013 1.479 -1.510
H 2.940 2.482 0.501
H 1.281 2.620 1.089
H 1.761 3.588 -0.288
H 2.133 -1.715 -0.144
H 2.760 -0.559 -1.270
H 3.186 -0.424 0.460
*
```

## Properties
E	-347.68328	Eh
ΔE to the lowest compared entry with this formula, charge and spin	26.1	kcal per mole
LUMO energy	1.1	eV
SMILES	CCNC[C@@H](C)NC
HOMO-LUMO gap	0.3486	Eh
M	116.2	g/mol

Record 5
# C7H23BrN3O4P2Si2

2 unconnected molecules or ions with the total composition C7H23BrN3O4P2Si2 (ωB97M-V/def2-TZVPD, the OMol25 dataset).

ORCA input file:
```
! RIJCOSX wB97M-V def2-TZVPD def2/J DEFGRID3
* xyz -1 1
N -1.148 2.268 -1.836
P -2.817 2.726 -2.268
O -3.451 3.573 -0.860
O -2.889 3.894 -3.557
C -1.572 4.468 -3.873
O -1.136 4.320 -5.155
N -0.630 5.157 -2.911
P -1.468 6.269 -1.793
O -0.662 6.149 -0.218
Br -1.171 8.369 -2.613
H -0.748 2.853 -1.070
H -0.515 2.188 -2.661
H -2.632 3.982 -0.412
H 0.047 5.693 -3.533
H 0.108 5.530 -0.405
C -0.474 -1.671 -1.722
Si -0.058 -2.500 -0.073
C 0.516 -4.240 -0.473
C -1.660 -2.598 0.896
N 1.165 -1.557 0.737
Si 1.781 -2.045 2.293
C 2.627 -3.720 2.252
C 0.458 -2.070 3.622
C 3.085 -0.792 2.849
H -1.239 -2.249 -2.248
H -0.857 -0.657 -1.563
H 0.413 -1.614 -2.360
H -0.185 -4.717 -1.169
H 0.563 -4.866 0.420
H 1.502 -4.228 -0.947
H -1.977 -1.606 1.229
H -1.567 -3.249 1.769
H -2.456 -3.012 0.266
H 1.908 -4.534 2.148
H 3.172 -3.886 3.186
H 3.345 -3.775 1.429
H -0.119 -1.140 3.616
H 0.919 -2.173 4.609
H -0.229 -2.910 3.495
H 2.652 0.208 2.937
H 3.917 -0.756 2.139
H 3.482 -1.081 3.828
*
```

## Properties
E	-4581.59971	Eh
LUMO energy	1.1	eV
HOMO-LUMO gap	0.1587	Eh
M	411.3	g/mol

Record 6
# C12H36MgO6S6

A molecular structure, C12H36MgO6S6 (ωB97M-V/def2-TZVPD, the OMol25 dataset).

ORCA input file:
```
! RIJCOSX wB97M-V def2-TZVPD def2/J DEFGRID3
* xyz 2 1
Mg 10.326 10.078 10.631
C 10.408 11.078 14.397
S 11.686 10.177 13.606
O 10.924 9.482 12.510
C 11.994 8.853 14.732
H 10.666 11.735 15.221
H 9.569 10.453 14.620
H 10.071 11.770 13.602
H 12.419 9.164 15.735
H 12.631 8.183 14.186
H 11.041 8.270 14.806
C 8.661 7.322 12.418
S 9.437 6.935 10.829
O 10.005 8.102 10.110
C 10.934 6.256 11.551
H 9.327 7.981 12.966
H 8.523 6.355 12.942
H 7.771 7.783 12.237
H 11.526 5.807 10.701
H 10.624 5.532 12.302
H 11.472 7.113 11.931
C 14.034 8.057 9.189
S 12.674 9.177 8.707
O 12.387 9.896 10.007
C 13.530 10.350 7.583
H 14.626 8.744 9.827
H 14.593 7.610 8.359
H 13.578 7.287 9.862
H 14.291 10.738 8.237
H 12.901 11.170 7.348
H 13.884 9.882 6.628
C 6.416 12.059 11.340
S 7.034 10.739 10.425
O 8.290 10.380 11.150
C 5.803 9.567 10.778
H 6.063 11.773 12.315
H 5.601 12.639 10.849
H 7.150 12.843 11.530
H 4.980 9.804 10.140
H 5.578 9.624 11.831
H 6.261 8.517 10.595
C 9.869 8.363 6.655
S 8.961 9.517 7.760
O 9.987 10.325 8.524
C 8.276 10.470 6.416
H 10.361 7.702 7.350
H 10.660 8.957 6.156
H 9.190 7.951 5.894
H 7.552 11.054 6.926
H 7.704 9.926 5.672
H 9.060 11.092 5.858
C 13.374 12.919 11.258
S 12.049 12.578 10.085
O 10.891 12.034 10.948
C 11.432 14.281 9.852
H 14.075 13.614 10.836
H 13.797 11.961 11.483
H 12.935 13.358 12.151
H 10.628 14.202 9.151
H 12.172 14.940 9.475
H 11.051 14.481 10.835
*
```

## Properties
E	-3519.00538	Eh
ΔE to the lowest compared entry with this formula, charge and spin	0.0	kcal per mole
LUMO energy	-4.0	eV
HOMO-LUMO gap	0.3886	Eh
M	493.1	g/mol

Record 7
# C42H55N12O5S3

7 unconnected molecules or ions with the total composition C42H55N12O5S3 (ωB97M-V/def2-TZVPD, the OMol25 dataset).

ORCA input file:
```
! RIJCOSX wB97M-V def2-TZVPD def2/J DEFGRID3
* xyz 1 1
C -3.641 0.767 4.245
C -3.727 0.704 2.739
O -3.930 1.732 2.140
O -3.617 -0.501 2.082
C -3.231 -0.243 0.722
C -2.771 -1.516 0.012
C -2.700 -1.220 -1.501
N -1.273 -0.931 -1.943
C -0.749 -2.220 -2.482
C 0.703 -2.133 -2.934
C 1.706 -2.003 -1.761
S 2.623 -3.542 -1.482
C 3.557 -3.172 -0.028
S 4.206 -1.680 0.145
N 3.699 -4.136 0.950
C 4.654 -4.090 1.926
C 4.492 -5.178 2.713
N 3.420 -5.898 2.206
C 2.950 -5.295 1.194
C -1.348 0.004 -2.963
N -1.683 -0.359 -4.284
N -3.146 -0.463 -4.395
C -3.697 0.610 -4.599
S -4.318 2.027 -4.475
N -1.106 1.256 -2.718
C -0.756 1.836 -1.422
C 0.738 1.749 -1.094
O 1.244 0.731 -0.722
O 1.481 2.896 -1.206
C 2.011 3.208 0.092
C 3.395 2.713 0.457
O 1.370 3.856 0.854
H -2.882 1.488 4.548
H -4.595 1.182 4.576
H -3.469 -0.221 4.667
H -2.385 0.449 0.744
H -4.081 0.184 0.184
H -1.824 -1.897 0.394
H -3.547 -2.269 0.181
H -3.064 -2.120 -2.002
H -3.390 -0.425 -1.793
H -0.819 -2.993 -1.713
H -1.342 -2.574 -3.331
H 0.877 -1.290 -3.612
H 0.964 -3.023 -3.516
H 1.133 -1.816 -0.849
H 2.353 -1.143 -1.901
H 5.441 -3.380 2.106
H 5.095 -5.423 3.569
H 2.115 -5.603 0.587
H -1.372 0.344 -4.953
H -1.185 1.907 -3.491
H -1.319 1.429 -0.588
H -1.010 2.897 -1.477
H 3.322 1.880 1.156
H 3.899 2.396 -0.457
H 3.961 3.503 0.947
N -2.274 3.961 2.776
C -3.155 5.007 2.821
C -2.551 6.038 3.489
C -1.251 5.600 3.860
C -1.109 4.317 3.404
H -2.459 3.071 2.349
H -4.132 4.925 2.376
H -2.991 7.000 3.691
H -0.507 6.163 4.398
H -0.283 3.629 3.472
N 1.427 -6.075 -3.724
C 0.606 -6.600 -2.760
C 0.018 -7.723 -3.277
C 0.506 -7.886 -4.601
C 1.374 -6.856 -4.847
H 1.980 -5.246 -3.620
H 0.513 -6.130 -1.796
H -0.682 -8.360 -2.763
H 0.250 -8.671 -5.293
H 1.956 -6.612 -5.719
N -4.539 3.559 -7.412
C -4.727 4.911 -7.289
C -4.401 5.490 -8.485
C -4.007 4.449 -9.368
C -4.105 3.270 -8.680
H -4.696 2.884 -6.684
H -5.074 5.342 -6.365
H -4.443 6.544 -8.706
H -3.689 4.555 -10.392
H -3.904 2.256 -8.980
N 6.192 0.706 1.884
C 6.641 1.146 0.667
C 7.718 1.962 0.886
C 7.932 2.014 2.290
C 6.978 1.228 2.877
H 5.409 0.093 2.024
H 6.157 0.840 -0.245
H 8.292 2.465 0.126
H 8.700 2.563 2.808
H 6.791 0.996 3.912
N 6.467 0.579 6.934
C 6.826 -0.740 6.835
C 7.759 -0.994 7.803
C 7.968 0.216 8.518
C 7.156 1.166 7.960
H 5.800 1.042 6.346
H 6.389 -1.379 6.086
H 8.239 -1.942 7.981
H 8.638 0.370 9.346
H 7.010 2.205 8.202
N -6.910 -0.323 1.861
C -7.401 0.926 1.577
C -8.765 0.871 1.653
C -9.117 -0.460 2.001
C -7.955 -1.171 2.125
H -5.937 -0.568 1.876
H -6.735 1.742 1.348
H -9.439 1.694 1.480
H -10.110 -0.850 2.145
H -7.780 -2.203 2.376
*
```

## Properties
E	-3860.82900	Eh
LUMO energy	-5.3	eV
HOMO-LUMO gap	0.1582	Eh
M	904.2	g/mol

Record 8
# C23H25Cl5ErN2O2S3Si

A molecular structure, C23H25Cl5ErN2O2S3Si (ωB97M-V/def2-TZVPD, the OMol25 dataset).

ORCA input file:
```
! RIJCOSX wB97M-V def2-TZVPD def2/J DEFGRID3
* xyz 1 4
Er 0.549 0.386 -0.382
Cl 5.673 0.508 5.112
C 4.768 0.417 3.654
C 3.376 0.481 3.687
Cl 2.537 0.609 5.178
C 2.671 0.416 2.495
Cl 0.938 0.493 2.439
C 3.285 0.274 1.232
O 2.579 0.210 0.156
C 4.698 0.194 1.242
Cl 5.485 -0.012 -0.266
C 5.422 0.268 2.424
Cl 7.131 0.173 2.382
C 0.974 -1.356 -3.826
C 0.953 0.121 -3.879
N 0.912 0.888 -2.827
C 0.911 2.224 -3.163
C 0.942 2.458 -4.510
S 0.984 0.985 -5.377
C 0.904 3.231 -2.115
C 0.944 4.586 -2.297
S 0.938 5.400 -0.795
C 0.895 3.874 0.012
N 0.877 2.848 -0.793
C 0.884 3.776 1.490
H 0.950 -1.685 -2.786
H 1.873 -1.739 -4.308
H 0.115 -1.772 -4.352
H 0.941 3.392 -5.033
H 0.986 5.132 -3.216
H 0.837 4.768 1.933
H 1.792 3.282 1.842
H 0.018 3.195 1.823
O 0.683 -1.830 -0.564
S 1.490 -2.616 0.442
C 1.144 -4.368 0.009
C 0.765 -5.051 1.308
C -0.197 -4.103 2.018
C 0.401 -2.706 1.928
H 2.022 -4.800 -0.463
H 0.312 -4.330 -0.695
H 1.655 -5.212 1.917
H 0.297 -6.015 1.121
H -0.340 -4.390 3.057
H -1.170 -4.131 1.528
H 1.033 -2.477 2.784
H -0.364 -1.937 1.806
C -5.465 0.203 1.580
Si -4.829 0.412 -0.206
C -5.302 -1.084 -1.293
C -5.449 2.034 -0.996
C -2.965 0.472 -0.143
C -1.748 0.493 -0.130
H -6.549 0.183 1.621
H -5.129 1.017 2.215
H -5.106 -0.723 2.021
H -6.379 -1.185 -1.374
H -4.917 -2.013 -0.884
H -4.907 -0.982 -2.300
H -6.532 2.068 -1.043
H -5.077 2.145 -2.011
H -5.120 2.901 -0.432
*
```

## Properties
E	-5951.43523	Eh
ΔE to the lowest compared entry with this formula, charge and spin	11.3	kcal per mole
LUMO energy (spin up / spin down)	-2.6 / -2.6	eV
HOMO-LUMO gap (spin up / spin down)	0.3006 / 0.3007	Eh
M	830.3	g/mol

> M of number 1 (C29H53Cl3INO4PS)?

776.1 g/mol

> Which of these has the lowest E?

C23H25Cl5ErN2O2S3Si

> The highest E belongs to which entry?

C6H9N